No. 1
Molecular formula: C25H33N3O5S
Method: DFT, ωB97M-V with the def2-TZVPD basis set

The calculation puts the HOMO-LUMO gap at 8.724 eV. Its HOMO energy is -8.06 eV. Its LUMO energy is 0.7 eV. The largest force on an atom is 1.27 eV/Å. The SMILES is CC(C)CNS(=O)(=O)c1ccc(CCC(=O)N2CCN(Cc3ccc4c(c3)OCO4)CC2)cc1. Its relative energy (zero: lowest compared OMol25 entry of this formula, charge and spin) is 2.3612 eV. The value obtained for the molecular weight is 487.6 g mol⁻¹.

The geometry in XYZ format:
```
67
Properties=species:S:1:pos:R:3:forces:R:3
C 5.474 -2.150 -1.558 -0.32 0.09 -0.07
C 3.949 -2.087 -1.491 0.15 -0.04 0.20
C 3.383 -3.419 -1.004 0.00 0.32 -0.16
C 3.524 -0.931 -0.576 0.54 -0.04 -0.31
N 2.112 -0.616 -0.630 -0.48 0.45 -0.76
S 1.582 0.285 -1.935 -0.19 0.00 0.43
O 2.662 0.540 -2.844 0.18 0.02 0.24
O 0.389 -0.334 -2.449 0.02 0.02 0.14
C 1.107 1.831 -1.174 0.16 -0.47 -0.13
C 0.186 2.628 -1.826 -0.08 -0.02 -0.18
C -0.222 3.815 -1.242 0.17 -0.09 0.00
C 0.292 4.210 -0.010 0.13 0.06 -0.09
C -0.240 5.428 0.689 -0.13 -0.07 0.09
C -1.593 5.084 1.344 0.23 0.02 0.10
C -1.377 3.865 2.231 -0.46 0.23 0.01
O -0.479 3.860 3.055 0.39 0.24 0.14
N -2.172 2.783 2.060 -0.06 -0.24 0.07
C -3.327 2.621 1.213 -0.16 0.04 -0.51
C -3.004 1.663 0.065 -0.23 0.11 0.15
N -2.587 0.383 0.607 -0.03 -0.05 -0.05
C -2.353 -0.577 -0.465 -0.11 0.11 -0.06
C -2.005 -1.944 0.057 -0.07 -0.04 0.07
C -2.701 -2.491 1.125 0.02 0.10 -0.14
C -2.402 -3.755 1.627 0.22 -0.32 -0.04
C -1.386 -4.447 1.014 0.24 0.33 -0.45
C -0.689 -3.905 -0.066 -0.33 -0.23 0.49
C -0.976 -2.658 -0.563 0.12 -0.26 0.03
O 0.272 -4.795 -0.478 -0.17 0.47 -0.19
C 0.137 -5.923 0.358 0.67 -1.07 -0.07
O -0.885 -5.691 1.302 -0.35 0.26 0.24
C -1.419 0.559 1.454 -0.07 0.05 0.29
C -1.755 1.507 2.607 0.45 -0.25 0.08
C 1.243 3.409 0.612 0.07 -0.05 -0.12
C 1.651 2.219 0.035 0.11 0.07 0.06
H 5.791 -2.962 -2.207 0.09 -0.08 -0.04
H 5.877 -1.220 -1.950 0.12 0.10 -0.04
H 5.891 -2.319 -0.567 0.10 -0.04 0.12
H 3.559 -1.870 -2.490 0.04 -0.01 0.05
H 2.295 -3.422 -1.010 -0.11 -0.10 0.03
H 3.726 -3.628 0.008 0.04 -0.06 0.14
H 3.717 -4.226 -1.651 -0.02 -0.12 -0.04
H 4.044 -0.022 -0.885 0.19 -0.09 0.16
H 3.783 -1.154 0.465 0.03 0.06 -0.05
H 1.512 -1.414 -0.485 -0.34 -0.04 0.00
H -0.214 2.295 -2.772 -0.13 0.04 -0.12
H -0.951 4.437 -1.742 -0.09 0.06 -0.06
H 0.456 5.736 1.468 -0.02 0.05 -0.06
H -0.380 6.251 -0.014 0.03 0.01 0.03
H -1.917 5.920 1.967 -0.07 -0.04 0.00
H -2.332 4.912 0.567 -0.03 0.04 0.01
H -3.686 3.574 0.829 0.02 -0.05 0.06
H -4.124 2.177 1.822 0.00 0.08 -0.08
H -3.901 1.508 -0.541 0.02 0.02 -0.03
H -2.220 2.108 -0.574 -0.10 -0.02 0.05
H -3.284 -0.646 -1.039 0.07 0.07 -0.06
H -1.558 -0.240 -1.150 -0.12 -0.01 0.05
H -3.489 -1.911 1.578 -0.09 0.09 0.07
H -2.941 -4.178 2.458 -0.08 -0.06 0.12
H -0.450 -2.242 -1.407 0.08 0.04 -0.14
H 1.089 -6.107 0.882 -0.22 0.11 -0.08
H -0.116 -6.806 -0.251 -0.01 0.24 0.11
H -1.133 -0.415 1.855 0.06 0.06 0.02
H -0.565 0.968 0.885 -0.04 -0.02 0.06
H -0.882 1.675 3.237 -0.14 -0.06 -0.04
H -2.568 1.086 3.206 0.04 -0.01 0.00
H 1.639 3.705 1.571 0.01 0.02 0.09
H 2.367 1.579 0.524 0.06 -0.03 0.14
```
Forces are in eV/Å.

No. 2
Molecular formula: C25H33N6S2Si2Tc
Method: DFT, ωB97M-V with the def2-TZVPD basis set

The calculation puts the HOMO-LUMO gap (spin up / spin down) at 6.057 / 6.124 eV. The multiplicity is 4. Its HOMO energy (spin up / spin down) is -8.63 / -10.12 eV. Its LUMO energy (spin up / spin down) is -2.6 / -4.0 eV. The largest force on an atom is 1.58 eV/Å. Its relative energy (zero: lowest compared OMol25 entry of this formula, charge and spin) is 0.5971 eV. As for the charge: +1. The value obtained for the molecular weight is 635.9 g mol⁻¹.

The geometry in XYZ format:
```
69
Properties=species:S:1:pos:R:3:forces:R:3
Tc 0.502 -0.155 -0.964 -1.03 1.12 -0.43
C -3.218 3.057 -0.073 0.78 -0.06 -0.08
Si -1.330 3.075 -0.265 -0.24 0.94 0.20
C -0.804 4.341 -1.601 -0.18 -0.57 0.62
C -0.420 3.270 1.375 -0.36 0.02 -0.57
C -0.831 4.384 2.109 -0.04 0.04 -0.07
C -0.278 4.701 3.333 0.04 0.02 0.06
C 0.721 3.892 3.847 -0.07 0.10 -0.03
C 1.136 2.787 3.130 0.07 -0.09 -0.02
C 0.584 2.443 1.896 0.05 -0.62 -0.56
Si 1.382 0.866 1.116 0.62 0.17 0.85
C 3.200 1.445 0.802 -0.79 -0.41 -0.06
C 1.403 -0.450 2.526 -0.04 0.42 -0.71
H -3.566 4.012 0.310 0.01 0.20 0.07
H -3.544 2.287 0.622 0.05 -0.14 0.09
H -3.716 2.887 -1.025 0.02 -0.04 -0.16
H -1.255 5.306 -1.398 -0.09 0.22 0.09
H -1.136 4.035 -2.591 -0.13 -0.13 -0.09
H 0.271 4.492 -1.635 0.20 -0.02 0.07
H -1.604 5.019 1.704 -0.18 0.19 0.00
H -0.620 5.566 3.879 -0.04 0.10 0.05
H 1.175 4.124 4.797 0.06 0.02 0.12
H 1.921 2.177 3.547 0.17 -0.16 0.14
H 3.659 1.709 1.748 0.07 0.06 0.28
H 3.247 2.331 0.177 -0.05 0.23 -0.16
H 3.815 0.674 0.351 0.15 -0.25 -0.11
H 2.064 -0.158 3.335 0.17 0.15 0.11
H 1.745 -1.414 2.159 0.10 -0.17 -0.13
H 0.410 -0.589 2.946 -0.16 0.04 -0.02
N 0.425 -0.873 -3.469 -0.19 0.05 0.24
C 1.397 -0.078 -4.208 0.14 0.38 -0.08
C 1.427 1.338 -3.628 -0.11 -0.33 -0.67
N 1.783 1.293 -2.203 0.10 -0.21 0.55
H 0.519 -1.856 -3.698 0.02 -0.06 0.14
H -0.523 -0.601 -3.721 -0.02 -0.09 0.04
H 1.170 -0.016 -5.282 0.12 -0.02 0.18
H 2.376 -0.550 -4.093 0.01 0.08 -0.09
H 0.427 1.774 -3.710 0.08 0.04 0.02
H 2.125 1.959 -4.204 -0.14 -0.04 0.15
H 1.649 2.221 -1.801 0.05 -0.17 0.06
H 2.778 1.091 -2.107 -0.11 0.07 0.06
N -0.882 -3.740 0.769 1.03 0.22 -0.34
C -2.182 -3.657 1.233 -1.18 0.29 0.41
C -2.893 -4.817 1.539 0.21 0.23 -0.08
C -4.173 -4.741 2.052 -0.13 0.15 0.03
C -4.773 -3.504 2.252 -0.02 -0.15 0.07
C -4.090 -2.346 1.934 0.17 0.03 -0.17
C -2.801 -2.417 1.430 0.43 -0.26 -0.27
S -1.892 -0.933 1.155 -0.17 0.19 0.40
N -0.642 -1.457 0.118 0.01 -0.10 -0.36
C -0.164 -2.724 0.202 -0.02 -0.14 0.03
C 1.100 -2.941 -0.384 -0.01 -0.21 0.02
C 1.748 -4.198 -0.471 0.05 0.11 -0.06
C 2.986 -4.303 -1.035 -0.25 0.13 0.11
C 3.596 -3.137 -1.541 -0.12 0.19 0.02
C 2.915 -1.950 -1.456 0.56 0.03 -0.18
N 1.701 -1.803 -0.914 0.23 -0.95 0.41
H -0.485 -4.667 0.729 -0.02 0.20 0.03
H -2.427 -5.779 1.385 0.07 -0.15 -0.04
H -4.710 -5.645 2.294 0.00 -0.07 0.01
H -5.770 -3.439 2.661 -0.09 -0.02 0.01
H -4.540 -1.377 2.076 -0.12 0.11 0.03
H 1.254 -5.079 -0.093 0.02 -0.12 0.06
H 3.495 -5.252 -1.087 0.01 -0.12 -0.01
H 4.579 -3.177 -1.978 0.11 0.11 -0.08
H 3.364 -1.041 -1.835 0.08 0.02 -0.04
S -2.562 0.103 -2.528 -0.54 -0.30 -0.44
C -1.395 0.684 -1.625 0.32 0.12 0.15
N -0.824 1.523 -0.911 0.29 -0.60 0.12
```
Forces are in eV/Å.

No. 3
Molecular formula: C25H33O2SeSm
Method: DFT, ωB97M-V with the def2-TZVPD basis set

The calculation puts the HOMO-LUMO gap (spin up / spin down) at 7.275 / 7.299 eV. The multiplicity is 6. Its HOMO energy (spin up / spin down) is -7.07 / -7.10 eV. Its LUMO energy (spin up / spin down) is 0.2 / 0.2 eV. The largest force on an atom is 2.01 eV/Å. Its relative energy (zero: lowest compared OMol25 entry of this formula, charge and spin) is 0.0000 eV. The value obtained for the molecular weight is 594.9 g mol⁻¹.

The geometry in XYZ format:
```
62
Properties=species:S:1:pos:R:3:forces:R:3
O 5.352 1.015 -2.002 0.73 -0.28 -1.04
C 5.641 0.509 -3.353 -0.33 -0.01 0.10
C 7.160 0.637 -3.204 -0.94 0.18 0.67
H 5.225 1.166 -4.121 -0.21 -0.23 0.11
H 5.300 -0.526 -3.457 -0.21 0.20 -0.12
C 6.785 1.180 -1.794 0.90 0.09 0.10
H 7.607 1.369 -3.870 0.18 -0.12 0.04
H 7.680 -0.316 -3.195 0.18 0.12 -0.08
C 7.169 2.632 -1.592 0.00 0.22 0.24
H 6.841 3.265 -2.426 -0.04 -0.17 0.16
H 8.259 2.728 -1.507 -0.19 -0.09 -0.05
H 6.735 3.011 -0.659 -0.01 0.00 -0.19
C 7.274 0.311 -0.655 0.03 0.00 0.28
H 7.018 -0.744 -0.816 -0.03 0.22 0.02
H 6.832 0.651 0.290 0.03 -0.14 -0.14
H 8.364 0.387 -0.557 -0.17 -0.01 -0.06
Sm -2.088 -0.308 0.709 -0.55 -0.29 0.25
C -2.535 -2.321 2.373 0.07 -0.43 -0.38
C -3.133 -2.589 1.116 -0.02 -0.39 0.08
C -2.100 -2.803 0.162 0.34 -0.29 0.28
H -4.201 -2.528 0.914 0.32 -0.17 0.01
C -0.852 -2.673 0.845 -0.57 -0.32 0.11
C -1.127 -2.373 2.207 -0.03 -0.21 -0.31
H -0.382 -2.267 2.992 -0.20 0.08 -0.19
H -3.070 -2.131 3.298 0.13 -0.02 -0.20
H -2.225 -2.899 -0.916 -0.08 -0.24 0.32
H 0.138 -2.818 0.417 -0.24 0.10 0.05
C -3.212 1.008 2.596 0.27 0.63 0.07
C -2.000 0.624 3.219 0.26 0.48 -0.18
C -0.928 1.265 2.545 -0.34 0.08 -0.02
H -1.898 -0.031 4.079 -0.04 0.08 -0.26
C -1.478 2.075 1.508 -0.38 0.08 0.50
C -2.891 1.931 1.554 0.09 0.51 0.32
H -3.588 2.353 0.830 0.26 -0.07 0.37
H -4.201 0.645 2.858 0.13 0.16 -0.07
H 0.127 1.165 2.789 -0.27 0.02 -0.04
H -0.911 2.636 0.770 -0.16 0.02 0.22
O -0.089 0.030 -0.346 1.53 0.04 -1.30
C 1.287 0.076 0.225 -0.79 0.29 -0.38
C 2.191 -0.347 -0.924 -0.40 -0.66 -0.01
H 1.305 -0.586 1.104 -0.03 0.12 -0.39
H 1.450 1.108 0.562 -0.01 -0.22 -0.17
C 1.417 0.075 -2.187 -0.20 0.83 0.46
H 2.254 -1.446 -0.902 0.22 0.24 -0.06
H 3.191 0.083 -0.855 -0.09 -0.04 -0.10
C -0.041 -0.194 -1.832 0.14 -0.28 1.04
H 1.724 -0.435 -3.098 0.04 0.02 0.07
H 1.528 1.162 -2.309 0.13 -0.26 -0.22
H -0.323 -1.241 -2.022 0.04 0.26 0.14
H -0.791 0.471 -2.289 0.41 -0.14 0.17
Se -4.359 0.056 -1.108 1.07 0.22 -0.79
C -5.726 -0.170 0.140 -1.45 -0.34 0.92
C -6.414 -1.412 0.188 0.84 0.60 -0.38
C -7.523 -1.571 0.994 -0.52 -0.20 0.40
C -7.986 -0.513 1.788 0.33 0.08 -0.26
C -7.314 0.717 1.753 -0.48 -0.04 0.48
C -6.202 0.890 0.949 0.77 -0.21 -0.75
H -6.034 -2.224 -0.453 -0.37 0.41 0.38
H -8.038 -2.543 0.995 0.19 0.55 0.09
H -8.862 -0.642 2.417 0.12 0.02 -0.08
H -7.664 1.565 2.364 0.13 -0.53 -0.31
H -5.669 1.855 0.898 -0.50 -0.56 0.09
```
Forces are in eV/Å.